# C20H50BBaF4O10

A molecular structure, C20H50BBaF4O10 (ωB97M-V with the def2-TZVPD basis set, the Open Molecules 2025 dataset).

ORCA input file:
```
! wB97M-V def2-TZVPD RIJCOSX def2/J DEFGRID3
* xyz 1 1
Ba -10.32 13.14 8.02
B -10.44 17.88 5.31
F -10.04 16.70 4.62
F -11.77 18.04 5.04
F -10.37 17.70 6.62
F -9.67 18.96 5.00
C -15.62 11.90 5.95
O -14.55 10.96 5.96
C -14.97 9.63 5.81
C -13.81 8.74 6.03
O -13.16 9.06 7.31
C -13.62 8.29 8.37
H -16.32 11.60 6.73
H -16.02 11.91 4.94
H -15.32 12.91 6.22
H -15.60 9.38 4.95
H -15.63 9.31 6.62
H -13.09 9.08 5.28
H -13.89 7.66 5.91
H -14.42 8.74 8.96
H -12.77 8.24 9.06
H -13.98 7.29 8.13
C -8.57 17.35 11.87
O -7.73 16.38 11.19
C -6.35 16.63 11.35
C -5.60 15.48 10.63
O -6.06 15.41 9.28
C -5.38 16.31 8.41
H -9.59 17.04 12.09
H -8.64 18.31 11.36
H -8.18 17.54 12.88
H -6.03 16.68 12.39
H -6.19 17.58 10.84
H -5.78 14.50 11.08
H -4.54 15.68 10.81
H -5.86 16.31 7.43
H -4.37 15.92 8.34
H -5.30 17.37 8.65
C -7.87 22.85 -1.98
O -8.07 23.83 -0.92
C -7.93 23.30 0.38
C -6.47 22.91 0.73
O -5.62 24.05 0.47
C -4.25 23.81 0.90
H -6.85 22.47 -2.02
H -8.03 23.33 -2.95
H -8.69 22.18 -1.74
H -8.59 22.43 0.46
H -8.35 24.05 1.05
H -6.21 22.08 0.07
H -6.39 22.62 1.78
H -4.00 24.22 1.88
H -3.63 24.43 0.25
H -3.90 22.78 0.80
C -11.82 26.76 8.91
O -12.04 25.91 7.84
C -11.76 24.53 8.02
C -12.68 23.79 8.99
O -12.75 24.46 10.23
C -13.66 23.95 11.15
H -12.74 26.72 9.48
H -11.71 27.82 8.65
H -10.97 26.61 9.58
H -10.68 24.45 8.17
H -11.94 24.09 7.04
H -12.37 22.75 9.07
H -13.67 23.74 8.54
H -13.30 22.98 11.49
H -14.63 23.75 10.69
H -13.88 24.68 11.93
C -6.93 9.18 9.69
O -7.09 9.65 8.33
C -6.65 8.74 7.32
C -6.51 9.45 5.94
O -7.61 10.33 5.67
C -7.53 10.89 4.36
H -7.17 8.12 9.74
H -7.46 9.84 10.38
H -5.88 9.24 9.98
H -7.50 8.07 7.21
H -5.76 8.19 7.62
H -6.40 8.74 5.12
H -5.66 10.13 5.93
H -7.30 10.16 3.59
H -6.74 11.64 4.38
H -8.49 11.24 3.97
*
```

Properties
**LUMO energy**: -6.4 eV
**Highest occupied orbital energy**: -10.1 eV
**Calculated total energy**: -1993.82035 Eh
**Kohn-Sham gap**: 0.1351 hartree



# C20H50BaNO9

A molecular structure, C20H50BaNO9 (ωB97M-V with the def2-TZVPD basis set, the Open Molecules 2025 dataset).

ORCA input file:
```
! wB97M-V def2-TZVPD RIJCOSX def2/J DEFGRID3
* xyz 1 1
Ba 23.50 -10.17 -3.08
O 17.66 -13.88 -1.40
C 18.56 -12.96 -1.65
O 18.18 -11.78 -1.87
O 19.75 -13.36 -1.63
H 18.22 -14.66 -1.38
C 11.63 -11.88 -4.68
C 12.29 -11.36 -3.43
O 13.14 -10.26 -3.76
H 12.35 -12.46 -5.25
H 11.14 -11.09 -5.25
H 10.91 -12.63 -4.36
H 12.80 -12.20 -2.96
H 11.50 -11.03 -2.75
H 13.99 -10.45 -3.36
C 19.46 -5.06 -1.98
C 20.61 -4.47 -2.65
O 21.46 -5.44 -3.19
H 18.97 -5.83 -2.58
H 18.71 -4.26 -1.89
H 19.82 -5.37 -1.00
H 21.28 -3.79 -2.12
H 20.23 -3.79 -3.41
H 21.79 -5.10 -4.02
C 14.58 -7.16 3.65
C 15.01 -7.78 2.37
O 16.25 -8.39 2.63
H 13.68 -6.60 3.40
H 15.25 -6.53 4.24
H 14.27 -7.93 4.35
H 15.18 -7.01 1.61
H 14.27 -8.52 2.06
H 16.55 -8.74 1.79
C 18.30 -7.14 -7.38
C 18.72 -8.53 -7.69
O 19.38 -9.07 -6.56
H 19.14 -6.50 -7.12
H 17.63 -7.17 -6.52
H 17.75 -6.71 -8.22
H 19.38 -8.50 -8.56
H 17.88 -9.20 -7.89
H 18.68 -9.08 -5.91
C 12.14 -14.44 2.45
C 11.63 -15.40 1.37
O 12.73 -16.06 0.78
H 11.41 -13.82 2.96
H 12.80 -13.68 2.04
H 12.76 -15.00 3.16
H 11.08 -14.81 0.64
H 10.96 -16.17 1.74
H 13.27 -15.35 0.42
C 21.13 -20.65 -0.56
C 20.08 -21.21 0.52
C 20.81 -22.14 1.48
C 21.61 -21.41 2.57
C 20.56 -20.56 3.42
C 19.90 -19.51 2.48
N 19.39 -20.16 1.22
O 18.66 -19.27 0.33
C 18.65 -19.06 3.30
C 20.86 -18.44 2.21
C 18.95 -22.07 -0.19
H 20.71 -19.90 -1.22
H 21.35 -21.42 -1.30
H 22.02 -20.19 -0.12
H 20.06 -22.69 2.04
H 21.40 -22.79 0.82
H 22.40 -20.80 2.15
H 22.02 -22.15 3.26
H 21.13 -20.18 4.27
H 19.88 -21.23 3.94
H 18.12 -18.33 2.69
H 17.97 -19.91 3.41
H 18.96 -18.64 4.26
H 21.68 -18.72 1.55
H 20.38 -17.53 1.86
H 21.28 -18.12 3.16
H 18.23 -22.31 0.58
H 19.42 -22.97 -0.60
H 18.32 -21.55 -0.91
H 17.74 -19.53 0.47
*
```

Properties
**LUMO energy**: -6.9 eV
**Energy relative to the best compared isomer or geometry (same formula, charge and spin)**: 9.3291 eV
**Highest occupied orbital energy**: -9.0 eV
**Calculated total energy**: -1548.90861 Eh
**Kohn-Sham gap**: 0.0804 hartree



# C20H50O17

11 unconnected molecules or ions with the total composition C20H50O17 (ωB97M-V with the def2-TZVPD basis set, the Open Molecules 2025 dataset).

ORCA input file:
```
! wB97M-V def2-TZVPD RIJCOSX def2/J DEFGRID3
* xyz 0 1
C -3.40 0.71 1.17
C -4.64 -0.26 0.95
C -4.23 -1.52 0.22
O -4.93 -2.53 0.85
C -5.55 -2.01 1.87
O -6.35 -2.66 2.58
O -5.16 -0.78 2.15
H -3.71 1.70 1.50
H -2.81 0.75 0.26
H -2.69 0.37 1.92
H -5.40 0.30 0.41
H -3.14 -1.56 0.31
H -4.55 -1.42 -0.82
C -1.53 -5.42 6.07
C -1.93 -5.36 4.70
C -3.35 -4.79 4.52
O -3.16 -3.80 3.59
C -1.93 -3.51 3.40
O -1.54 -2.75 2.52
O -1.12 -4.33 4.12
H -1.75 -6.34 6.61
H -1.63 -4.61 6.79
H -0.48 -5.71 6.11
H -1.65 -6.20 4.07
H -3.79 -4.41 5.45
H -3.98 -5.62 4.19
C 3.75 4.84 -2.87
C 2.84 3.76 -3.39
C 1.39 3.84 -2.83
O 0.46 3.90 -3.87
C 1.14 4.01 -4.96
O 0.60 4.07 -6.07
O 2.46 4.05 -4.79
H 4.30 5.12 -3.77
H 4.45 4.34 -2.19
H 3.29 5.70 -2.38
H 3.22 2.74 -3.34
H 1.16 4.56 -2.05
H 1.20 2.92 -2.30
C 4.43 0.09 -2.44
O 3.39 -0.15 -1.51
H 5.07 -0.76 -2.67
H 3.96 0.33 -3.39
H 4.98 1.01 -2.22
H 2.93 0.69 -1.44
C -1.88 4.14 -0.32
O -3.16 4.64 0.03
H -1.10 4.83 -0.01
H -1.73 3.20 0.21
H -1.92 3.89 -1.38
H -3.83 4.19 -0.49
C -0.56 -3.26 -1.88
O -1.01 -3.57 -3.13
H -1.34 -3.03 -1.16
H 0.05 -4.05 -1.45
H -0.03 -2.30 -1.90
H -0.20 -3.79 -3.60
C 3.31 -3.78 -0.97
O 3.08 -2.80 0.00
H 2.84 -4.75 -0.83
H 2.82 -3.38 -1.86
H 4.38 -3.86 -1.19
H 3.34 -1.93 -0.33
C -0.30 0.12 -4.13
O 0.99 -0.25 -3.87
H -0.86 0.36 -3.22
H -0.12 1.07 -4.65
H -0.83 -0.64 -4.70
H 1.00 -1.20 -3.74
C 0.05 -0.15 0.46
O -0.05 1.22 0.70
H -0.59 -0.67 1.18
H -0.41 -0.40 -0.50
H 1.07 -0.53 0.47
H 0.55 1.76 0.18
C 1.31 2.11 4.05
O 1.60 1.75 2.71
H 0.33 2.57 4.19
H 1.42 1.21 4.65
H 2.08 2.78 4.44
H 0.73 1.51 2.38
C 3.23 3.55 0.34
O 2.39 2.45 0.14
H 2.64 4.45 0.19
H 3.51 3.90 1.33
H 4.11 3.48 -0.30
H 2.51 1.89 0.91
*
```

Properties
**LUMO energy**: 0.4 eV
**SMILES string**: C[C@H]1COC(=O)O1.C[C@H]1COC(=O)O1.C[C@H]1COC(=O)O1.CO.CO.CO.CO.CO.CO.CO.CO
**Energy relative to the best compared isomer or geometry (same formula, charge and spin)**: 2.5210 eV
**Highest occupied orbital energy**: -10.0 eV
**Calculated total energy**: -2070.93072 Eh
**Kohn-Sham gap**: 0.3827 hartree



- The lowest LUMO energy belongs to which entry?
  C20H50BaNO9



- Which of these has the lowest highest occupied orbital energy?
  C20H50BBaF4O10



- Look up the highest occupied orbital energy of the second one.
  -9.0 eV